[1]
{
  "formula": "C4H8N3",
  "method": "ωB97M-V/def2-TZVPD",
  "e_above_lowest_ev": 5.2423,
  "e_homo_ha": [-0.405, -0.555],
  "total_charge": 1,
  "spin_multiplicity": 3,
  "gap_ev": [7.6, 7.0],
  "lumo_ev": [-3.398, -8.099],
  "elements": ["C", "C", "C", "C", "N", "N", "N", "H", "H", "H", "H", "H", "H", "H", "H"],
  "coordinates": [[-1.386, -0.727, -0.638], [-2.591, -0.112, -0.165], [-0.144, 0.966, 0.219], [1.526, -0.920, 0.279], [-0.350, -0.724, -1.386], [-1.325, 0.007, 0.552], [0.720, -0.041, -0.568], [-3.201, 0.616, -0.645], [-3.373, -0.735, 0.282], [-0.510, 1.646, -0.646], [0.328, 1.396, 1.217], [0.987, -1.488, 0.967], [2.176, -1.669, -0.272], [2.234, -0.270, 0.683], [1.402, 0.400, -1.314]],
  "mulliken_spin": [0.52, 0.17, 0.06, 0.03, 0.77, 0.38, 0.02, 0.02, 0.01, 0.02, -0.01, 0.00, 0.00, -0.01, 0.01]
}

[2]
{
  "formula": "C22H49BrN5O5S",
  "method": "ωB97M-V/def2-TZVPD",
  "e_homo_ha": -0.401,
  "total_charge": 1,
  "spin_multiplicity": 1,
  "gap_ev": 8.0,
  "lumo_ev": -2.946,
  "elements": ["O", "C", "O", "C", "C", "C", "N", "C", "C", "Br", "N", "C", "C", "C", "S", "C", "H", "H", "H", "H", "H", "H", "H", "H", "H", "H", "H", "H", "H", "H", "H", "H", "C", "C", "C", "O", "C", "N", "H", "H", "H", "H", "H", "H", "H", "H", "H", "H", "H", "C", "C", "C", "O", "C", "N", "H", "H", "H", "H", "H", "H", "H", "H", "H", "H", "H", "C", "C", "C", "O", "C", "N", "H", "H", "H", "H", "H", "H", "H", "H", "H", "H", "H"],
  "coordinates": [[0.136, -3.884, -1.716], [0.073, -3.395, -2.803], [0.127, -4.160, -3.925], [-0.030, -1.890, -3.035], [0.484, -1.141, -1.808], [0.411, 0.395, -1.865], [-0.700, 0.882, -2.691], [-0.667, 1.386, -3.968], [-1.951, 1.680, -4.306], [-2.605, 2.401, -5.873], [-2.748, 1.354, -3.229], [-4.208, 1.485, -3.124], [-4.955, 0.242, -3.607], [-4.358, -1.080, -3.131], [-5.546, -2.456, -3.077], [-1.955, 0.883, -2.265], [-0.480, -3.831, -4.600], [-1.086, -1.676, -3.249], [0.547, -1.627, -3.926], [1.536, -1.415, -1.700], [-0.013, -1.512, -0.912], [1.350, 0.838, -2.186], [0.198, 0.756, -0.855], [0.244, 1.491, -4.533], [-4.447, 1.722, -2.089], [-4.488, 2.333, -3.750], [-5.034, 0.233, -4.695], [-5.970, 0.323, -3.210], [-3.546, -1.394, -3.794], [-3.933, -0.994, -2.126], [-6.618, -1.780, -3.501], [-2.292, 0.572, -1.287], [-1.726, 1.887, 4.473], [-1.071, 2.709, 3.367], [-1.240, 2.103, 1.967], [-0.410, 0.989, 1.695], [-0.875, -0.264, 2.186], [0.329, 2.946, 3.714], [-1.123, 1.019, 4.737], [-1.826, 2.494, 5.371], [-2.720, 1.542, 4.183], [-1.571, 3.682, 3.338], [-0.945, 2.867, 1.238], [-2.293, 1.849, 1.770], [-1.968, -0.323, 2.136], [-0.545, -0.446, 3.208], [-0.445, -1.049, 1.568], [0.759, 3.602, 3.065], [0.845, 2.080, 3.587], [4.166, 3.419, 0.847], [2.728, 3.350, 0.345], [2.593, 3.389, -1.184], [2.771, 4.647, -1.786], [4.118, 5.037, -2.004], [1.938, 4.396, 0.999], [4.557, 4.436, 0.804], [4.211, 3.102, 1.888], [4.824, 2.772, 0.266], [2.311, 2.386, 0.662], [1.559, 3.104, -1.412], [3.256, 2.646, -1.655], [4.743, 4.175, -2.257], [4.540, 5.543, -1.133], [4.121, 5.733, -2.840], [0.957, 4.281, 0.761], [2.196, 5.294, 0.599], [-0.223, -4.987, 2.855], [0.963, -4.317, 2.168], [2.287, -5.073, 2.324], [2.892, -4.950, 3.594], [2.397, -5.818, 4.597], [1.060, -2.928, 2.637], [-0.210, -4.822, 3.932], [-1.157, -4.573, 2.477], [-0.231, -6.063, 2.672], [0.749, -4.289, 1.095], [3.006, -4.643, 1.621], [2.166, -6.131, 2.058], [2.118, -6.789, 4.178], [1.537, -5.391, 5.120], [3.197, -5.965, 5.321], [1.777, -2.449, 2.098], [1.435, -2.947, 3.583]],
  "mulliken_charge": [-0.47, 0.41, -0.50, -0.18, -0.58, -0.41, 0.41, 0.04, -0.51, -0.06, 0.35, -1.30, -0.41, -0.20, -0.20, -0.54, 0.34, 0.05, 0.32, 0.46, 0.05, 0.41, -0.05, 0.59, 0.36, 0.39, 0.35, 0.50, 0.17, 0.20, 0.15, 0.77, -1.51, 0.20, -0.66, -0.02, -0.52, -0.68, 0.34, 0.37, 0.35, 0.43, 0.22, 0.49, 0.42, 0.15, -0.11, 0.21, 0.34, -1.64, 0.86, -0.24, -0.46, -0.68, -0.58, 0.32, 0.40, 0.35, 0.01, -0.06, 0.46, 0.31, 0.24, 0.28, 0.18, 0.30, -1.59, 0.58, -0.71, -0.39, -0.63, -0.41, 0.35, 0.34, 0.38, 0.07, 0.31, 0.46, 0.30, 0.22, 0.27, 0.23, 0.27]
}

[3]
{
  "formula": "CH3Br2ClOSi",
  "method": "ωB97M-V/def2-TZVPD",
  "e_above_lowest_ev": 0.6809,
  "e_homo_ha": [-0.270, -0.399],
  "spin_multiplicity": 3,
  "gap_ev": [7.9, 6.5],
  "lumo_ev": [0.576, -4.304],
  "elements": ["C", "O", "Si", "Cl", "Br", "Br", "H", "H", "H"],
  "coordinates": [[-1.282, -0.036, 0.027], [-0.132, -0.032, -0.814], [1.480, -0.089, -0.629], [0.303, 1.719, 2.525], [2.182, -1.319, 0.977], [2.118, -0.234, -2.676], [-1.141, 0.724, 0.654], [-1.472, -0.991, 0.581], [-2.056, 0.258, -0.646]],
  "mulliken_spin": [0.00, 0.02, 0.77, 1.00, 0.11, 0.09, -0.01, 0.00, 0.00]
}

[4]
{
  "formula": "C59H50O9P2PdS",
  "method": "ωB97M-V/def2-TZVPD",
  "e_above_lowest_ev": 0.4793,
  "e_homo_ha": -0.229,
  "spin_multiplicity": 1,
  "gap_ev": 4.0,
  "lumo_ev": -2.272,
  "elements": ["C", "C", "C", "C", "S", "C", "C", "O", "C", "C", "C", "C", "C", "C", "O", "O", "C", "C", "H", "H", "H", "H", "H", "H", "H", "H", "H", "H", "H", "C", "C", "C", "C", "O", "P", "O", "C", "C", "C", "C", "C", "C", "O", "C", "C", "C", "C", "C", "C", "Pd", "P", "O", "C", "C", "C", "C", "C", "C", "O", "C", "C", "C", "C", "C", "C", "O", "C", "C", "C", "C", "C", "C", "C", "C", "C", "C", "C", "C", "C", "C", "C", "C", "C", "H", "H", "H", "H", "H", "H", "H", "H", "H", "H", "H", "H", "H", "H", "H", "H", "H", "H", "H", "H", "H", "H", "H", "H", "H", "H", "H", "H", "H", "H", "H", "H", "H", "H", "H", "H", "H", "H", "H"],
  "coordinates": [[5.057, 1.638, 6.421], [4.053, 1.880, 7.368], [2.736, 2.047, 6.950], [2.423, 1.952, 5.596], [0.723, 2.107, 5.077], [0.141, 0.510, 5.155], [-1.185, 0.082, 5.465], [-1.500, -1.121, 5.571], [-2.222, 1.167, 5.665], [-2.371, 2.236, 4.782], [-3.340, 3.225, 4.988], [-4.203, 3.144, 6.082], [-4.080, 2.064, 6.966], [-3.103, 1.084, 6.741], [0.153, 2.963, 6.101], [0.824, 2.539, 3.712], [3.420, 1.739, 4.647], [4.741, 1.568, 5.057], [6.091, 1.498, 6.750], [4.283, 1.928, 8.435], [1.948, 2.237, 7.669], [0.949, -0.189, 5.080], [-1.765, 2.299, 3.882], [-3.411, 4.045, 4.266], [-4.965, 3.909, 6.237], [-4.744, 1.970, 7.832], [-3.015, 0.227, 7.412], [3.159, 1.696, 3.596], [5.513, 1.373, 4.307], [-0.730, -1.927, -5.960], [-1.699, -0.926, -5.913], [-1.435, 0.252, -5.210], [-0.214, 0.373, -4.565], [-0.071, 1.507, -3.707], [-0.990, 1.604, -2.363], [-0.786, 3.102, -1.802], [0.108, 4.056, -2.292], [-0.473, 5.276, -2.584], [0.262, 6.147, -3.384], [1.549, 5.768, -3.776], [2.142, 4.566, -3.382], [1.411, 3.685, -2.582], [-2.535, 1.700, -2.914], [-3.524, 2.593, -2.442], [-4.513, 2.995, -3.332], [-5.392, 4.010, -2.924], [-5.259, 4.573, -1.657], [-4.295, 4.117, -0.759], [-3.441, 3.079, -1.147], [-0.287, 0.179, -0.733], [1.134, -1.566, -1.306], [0.825, -2.728, -2.449], [1.719, -3.736, -2.899], [1.251, -5.016, -3.168], [2.181, -5.979, -3.607], [3.526, -5.656, -3.755], [3.968, -4.367, -3.491], [3.043, -3.386, -3.116], [2.639, -0.977, -1.641], [3.733, -0.984, -0.744], [4.967, -1.400, -1.230], [5.986, -1.648, -0.308], [5.753, -1.440, 1.048], [4.522, -0.966, 1.510], [3.509, -0.695, 0.589], [1.426, -2.490, 0.001], [1.131, -3.859, 0.142], [2.220, -4.643, 0.475], [2.043, -6.027, 0.456], [0.782, -6.541, 0.170], [-0.319, -5.724, -0.081], [-0.149, -4.338, -0.080], [-1.861, -0.873, 0.307], [-3.139, -0.885, -0.425], [-3.423, -1.894, -1.365], [-4.707, -2.022, -1.889], [-5.702, -1.099, -1.548], [-5.388, -0.023, -0.712], [-4.121, 0.073, -0.149], [-1.416, 0.191, 1.150], [-0.084, 0.149, 1.582], [0.753, -0.618, -4.581], [0.487, -1.789, -5.298], [-0.904, -2.832, -6.538], [-2.666, -1.021, -6.415], [-2.174, 1.034, -5.097], [-1.499, 5.414, -2.242], [-0.215, 7.087, -3.668], [2.116, 6.457, -4.388], [3.152, 4.268, -3.681], [1.810, 2.732, -2.221], [-4.538, 2.513, -4.306], [-6.168, 4.334, -3.627], [-5.934, 5.377, -1.366], [-4.164, 4.554, 0.239], [-2.715, 2.682, -0.437], [0.187, -5.206, -3.046], [1.803, -6.983, -3.821], [4.225, -6.424, -4.085], [5.011, -4.056, -3.559], [3.374, -2.370, -3.008], [5.085, -1.562, -2.299], [6.944, -2.015, -0.690], [6.556, -1.638, 1.754], [4.308, -0.817, 2.575], [2.537, -0.305, 0.911], [3.145, -4.110, 0.691], [2.919, -6.647, 0.646], [0.654, -7.617, 0.157], [-1.306, -6.128, -0.325], [-0.977, -3.648, -0.273], [-1.331, -1.822, 0.419], [-2.634, -2.595, -1.634], [-4.940, -2.862, -2.547], [-6.720, -1.218, -1.921], [-6.130, 0.741, -0.474], [-3.889, 0.877, 0.547], [-2.055, 1.044, 1.362], [0.389, -0.821, 1.735], [0.391, 1.021, 2.013], [1.667, -0.465, -3.998], [1.262, -2.565, -5.350]],
  "mulliken_charge": [-0.38, -0.59, -0.35, -0.43, 1.33, -0.79, 0.12, -0.79, 0.76, 0.33, -0.96, -0.40, -0.58, -0.44, -0.72, -0.69, -0.33, -0.52, 0.36, 0.36, 0.41, 0.71, 0.20, 0.40, 0.36, 0.35, 0.38, 0.49, 0.41, -0.73, -0.75, -0.14, -0.34, -0.33, 0.66, -0.24, 0.61, -0.64, -0.44, -0.65, -0.62, -0.26, -0.04, 0.49, -0.59, -0.55, -0.62, -1.26, 0.13, 0.05, 0.03, 0.15, 0.26, -0.32, -0.60, -0.65, -0.83, 0.13, 0.27, 0.40, -0.65, -0.75, -0.81, -0.72, 0.24, 0.45, 0.23, -0.50, -0.64, -0.62, -0.76, 0.50, -0.78, 0.03, 0.19, -0.94, -0.52, -0.81, -0.26, 0.02, -0.71, 0.05, -0.53, 0.43, 0.42, 0.51, 0.42, 0.39, 0.36, 0.40, 0.44, 0.39, 0.38, 0.40, 0.53, 0.58, 0.41, 0.39, 0.39, 0.42, 0.44, 0.59, 0.40, 0.42, 0.56, 0.27, 0.41, 0.42, 0.39, 0.42, -0.03, 0.94, 0.31, 0.43, 0.39, 0.41, 0.55, 0.51, 0.27, 0.17, 0.59, 0.56]
}

[5]
{
  "formula": "C18H24FN6S5SeW",
  "method": "ωB97M-V/def2-TZVPD",
  "e_above_lowest_ev": 0.9445,
  "e_homo_ha": [-0.374, -0.374],
  "total_charge": 1,
  "spin_multiplicity": 1,
  "gap_ev": [5.3, 5.2],
  "lumo_ev": [-4.858, -4.957],
  "elements": ["W", "C", "C", "N", "C", "C", "C", "C", "N", "H", "H", "H", "H", "H", "H", "H", "H", "H", "H", "H", "H", "H", "H", "F", "Se", "C", "N", "S", "C", "N", "C", "C", "S", "H", "H", "H", "H", "H", "S", "C", "S", "C", "N", "N", "C", "C", "C", "C", "C", "C", "S", "H", "H", "H", "H", "H"],
  "coordinates": [[-0.931, -0.311, 1.085], [-1.690, -3.048, -1.776], [-0.197, -2.780, -1.713], [0.479, -3.607, -0.715], [1.342, -4.662, -1.272], [0.543, -5.805, -1.870], [0.391, -3.375, 0.575], [1.042, -4.348, 1.523], [-0.241, -2.333, 1.130], [-2.139, -2.467, -2.581], [-2.184, -2.769, -0.845], [-1.890, -4.102, -1.960], [0.024, -1.736, -1.498], [0.275, -2.997, -2.670], [2.023, -5.014, -0.505], [1.966, -4.172, -2.021], [-0.108, -6.267, -1.126], [1.222, -6.568, -2.247], [-0.073, -5.473, -2.704], [0.799, -5.378, 1.272], [0.722, -4.160, 2.545], [2.125, -4.224, 1.481], [-0.227, -2.522, 2.128], [-1.018, 1.477, 1.632], [1.550, 0.263, 1.298], [2.315, -1.002, 0.196], [2.798, -1.821, -0.455], [-3.128, -1.329, 1.358], [-2.648, -0.367, 2.668], [-3.258, 0.744, 3.138], [-2.486, 1.577, 4.049], [-1.533, 0.633, 4.790], [-1.300, -0.819, 3.710], [-3.993, 1.154, 2.580], [-3.150, 2.077, 4.752], [-1.921, 2.322, 3.491], [-1.974, 0.232, 5.700], [-0.576, 1.094, 5.019], [3.219, 2.864, -3.249], [1.789, 2.453, -2.576], [1.167, 0.801, -2.546], [-0.178, 1.352, -1.619], [-0.211, 2.610, -1.381], [0.869, 3.229, -1.928], [0.984, 4.637, -1.706], [1.309, 5.484, -2.755], [1.398, 6.845, -2.511], [1.160, 7.348, -1.241], [0.824, 6.488, -0.205], [0.737, 5.124, -0.433], [-1.497, 0.323, -1.037], [1.488, 5.087, -3.742], [1.652, 7.513, -3.323], [1.232, 8.411, -1.057], [0.634, 6.878, 0.785], [0.474, 4.442, 0.364]],
  "mulliken_charge": [0.75, -0.94, 0.21, 0.54, -0.84, -1.16, 1.29, -2.08, -0.04, 0.39, -0.02, 0.39, -0.91, 0.51, 0.55, 0.40, 0.28, 0.44, 0.30, 0.35, 0.54, 0.42, -0.15, -0.44, -0.14, 0.24, -0.45, -0.22, 0.57, -0.22, -0.56, -0.42, -0.18, 0.29, 0.42, 0.17, 0.39, 0.42, -0.26, 0.15, -0.04, 0.37, -0.74, 0.70, 0.33, -0.41, -0.64, -0.47, -0.59, -0.25, -0.26, 0.44, 0.37, 0.39, 0.36, 0.45]
}

[6]
{
  "formula": "C6H12O",
  "method": "ωB97M-V/def2-TZVPD",
  "e_above_lowest_ev": 4.5624,
  "e_homo_ha": -0.312,
  "spin_multiplicity": 1,
  "gap_ev": 8.5,
  "lumo_ev": -0.033,
  "elements": ["C", "C", "C", "C", "C", "O", "C", "H", "H", "H", "H", "H", "H", "H", "H", "H", "H", "H", "H"],
  "coordinates": [[-2.534, -1.050, -1.476], [-1.214, -0.282, -1.443], [-0.650, -0.197, -0.011], [0.517, 0.713, -0.032], [1.765, -0.023, 0.304], [2.748, 0.784, 0.897], [2.115, 1.396, 2.010], [-2.412, -2.068, -1.077], [-3.296, -0.538, -0.870], [-2.904, -1.127, -2.505], [-1.334, 0.739, -1.829], [-0.465, -0.787, -2.073], [-0.462, -1.214, 0.385], [-1.412, 0.286, 0.628], [1.207, 1.889, 1.654], [2.119, -0.355, -0.696], [1.594, -0.934, 0.922], [1.828, 0.635, 2.760], [2.789, 2.133, 2.450]],
  "mulliken_charge": [-1.19, -0.38, -0.44, -0.37, -0.42, -0.31, -0.72, 0.31, 0.32, 0.34, 0.34, 0.29, 0.35, 0.30, 0.36, 0.26, 0.37, 0.30, 0.28]
}